Entry 1:
16
Properties=species:S:1:pos:R:3:forces:R:3 method="wB97M-V/def2-TZVPD" de_lowest_kcal_mol=28.3 charge=0 e_homo_ha=-0.4102 smiles=CC.CC homo_lumo_gap_ev=12.274 spin_multiplicity=1
C 1.74581 -1.75652 0.55154 0.058 -4.091 2.523
C 2.03431 -0.51511 -0.17185 1.069 -1.346 -3.131
H 0.75224 -1.91976 1.03186 0.259 0.706 -0.670
H 2.41159 -1.84929 1.48622 -0.544 -0.147 -1.482
H 1.86336 -2.77175 -0.09393 0.081 2.532 1.329
H 1.89838 0.40804 0.32685 0.430 0.768 0.824
H 3.05949 -0.73323 -0.65985 -1.328 1.271 0.887
H 1.34369 -0.49223 -1.01473 0.014 0.286 -0.283
C -1.23195 0.85295 -0.00977 1.222 -0.542 1.290
C -2.53006 1.52986 -0.38797 -2.966 0.479 0.819
H -1.20074 -0.27678 0.11917 -0.508 1.436 -0.084
H -0.76255 1.32665 0.92090 -0.956 -0.823 -0.956
H -0.47706 1.06428 -0.72082 0.773 0.073 -1.067
H -2.68291 2.08176 -1.35861 1.238 -0.136 1.013
H -3.42496 0.84385 -0.52536 1.132 0.276 0.719
H -2.79865 2.20728 0.50635 0.025 -0.742 -1.732

Entry 2:
19
Properties=species:S:1:pos:R:3:forces:R:3 method="wB97M-V/def2-TZVPD" de_lowest_kcal_mol=54.3 charge=+1 e_homo_ha=-0.4836 homo_lumo_gap_ev=8.059 spin_multiplicity=1
C -0.55230 0.62626 0.29353 1.639 -1.773 -0.089
C 1.82208 0.67534 0.06596 1.618 2.150 1.558
C 2.04999 -0.80378 0.14300 -2.080 0.053 0.348
C -1.64668 -1.41121 -0.62841 3.349 0.306 0.919
N 0.66465 1.10482 0.79974 -0.560 0.583 -0.316
N -0.43343 -0.52835 -0.27401 -0.548 -0.640 0.006
N -1.61594 1.38011 0.51231 1.649 0.240 0.217
O 1.97894 1.09194 -1.21867 1.552 0.779 -0.356
O 1.92692 -1.32498 1.29269 0.305 2.194 0.084
H 2.58956 1.35036 0.58419 -0.058 -1.858 -0.214
H 2.30858 -1.42541 -0.73552 0.020 0.573 0.444
H -1.16919 -2.13477 -1.35620 -1.454 0.714 0.756
H -2.35392 -0.72446 -1.00252 -1.223 0.116 -1.074
H -2.03152 -1.88324 0.30328 0.325 0.072 -0.780
H 0.68715 2.09493 1.05958 0.120 -0.558 -0.219
H -1.52035 2.22422 1.00338 -0.213 0.991 0.573
H -2.47389 1.03733 0.28438 -2.776 -0.762 -0.554
H 1.22696 0.91946 -1.72864 -1.998 -0.597 -1.382
H 2.00518 -2.24842 1.30299 0.332 -2.583 0.078

Entry 3:
15
Properties=species:S:1:pos:R:3:forces:R:3 method="wB97M-V/def2-TZVPD" de_lowest_kcal_mol=2.7 charge=-1 e_homo_ha=-0.1532 smiles="CSSCCC(=O)[O-]" homo_lumo_gap_ev=7.014 spin_multiplicity=1
C -0.29583 2.85736 1.92165 0.002 0.193 -0.003
S -1.27100 1.33656 1.75377 -0.887 0.549 -0.013
S -0.06985 -0.17377 1.28990 0.715 -0.859 -0.103
C 0.21764 -0.31722 -0.52886 0.375 0.953 0.026
C -0.34167 -1.54699 -1.21380 0.241 -0.763 1.422
C 0.73152 -2.65991 -1.55989 -0.696 0.609 -0.531
O 1.91657 -2.28821 -1.62762 0.257 -0.102 0.145
O 0.20543 -3.76868 -1.76780 0.254 -0.268 -0.020
H 0.76522 2.69562 1.78577 0.201 -0.297 0.207
H -0.59478 3.56343 1.16674 -0.212 0.254 -0.467
H -0.50751 3.33012 2.88107 0.149 -0.222 0.133
H -0.10631 0.60615 -0.99679 -0.280 0.290 0.092
H 1.30908 -0.26290 -0.55033 -0.039 -0.495 -0.362
H -0.97247 -1.30905 -2.06084 0.096 0.074 -0.342
H -0.98603 -2.06250 -0.49298 -0.176 0.085 -0.183

Entry 4:
13
Properties=species:S:1:pos:R:3:forces:R:3 method="wB97M-V/def2-TZVPD" de_lowest_kcal_mol=8.5 charge=-1 e_homo_ha=-0.1454 homo_lumo_gap_ev=7.160 spin_multiplicity=1
C 2.97449 2.03883 -0.08355 -0.871 -0.344 0.987
C -0.54679 -0.53331 -0.24687 -3.157 -0.657 -0.325
C -0.14391 0.01725 1.12292 0.455 1.091 1.663
C 0.55543 0.37279 -0.09114 -0.611 -0.462 -1.389
N 1.32986 1.11439 -0.73457 0.376 0.688 0.621
O 3.41346 2.35943 -1.08963 1.674 1.149 -3.682
O 2.95747 1.94980 1.06758 -0.299 -0.428 2.713
I -3.93750 0.68178 -0.86318 -0.159 0.073 0.005
H -0.49360 -1.62128 -0.49907 0.537 1.067 0.434
H -1.61227 -0.14960 -0.54197 1.874 -0.342 0.040
H -0.72343 0.94206 1.48665 0.576 -1.773 -0.326
H 0.35115 -0.60082 1.89702 -0.421 0.472 -0.515
H 1.19727 1.16740 -1.73530 0.025 -0.535 -0.227

Entry 5:
23
Properties=species:S:1:pos:R:3:forces:R:3 method="wB97M-V/def2-TZVPD" charge=+1 s2=3.761 e_homo_ha="-0.3321 / -0.4769" homo_lumo_gap_ev="6.134 / 7.424" spin_multiplicity=4
Pd -0.08034 -0.14815 0.47688 0.363 0.098 -0.135
N 1.10466 1.73483 0.24447 -0.031 0.025 0.126
C 1.09466 2.20612 -1.15644 0.063 0.016 0.098
C -0.20973 1.82160 -1.82812 -0.105 -0.045 -0.061
N -0.55396 0.40012 -1.63857 -0.104 -0.007 -0.017
C 0.10723 -0.57911 -2.52110 -0.116 0.043 -0.035
C 1.50857 -0.93328 -2.06165 0.073 -0.049 0.077
N 1.50104 -1.28124 -0.62515 -0.023 -0.100 0.096
H 2.04449 1.72773 0.62666 0.001 0.014 -0.043
H 0.56537 2.36420 0.83446 0.047 0.023 -0.022
H 1.21270 3.28850 -1.21785 0.014 0.029 0.030
H 1.94853 1.76958 -1.66439 0.037 -0.007 -0.022
H -1.02215 2.40042 -1.38805 -0.029 0.016 0.001
H -0.16032 2.07869 -2.88961 -0.011 -0.019 -0.026
H -1.55857 0.29221 -1.72429 0.002 -0.010 0.034
H -0.51044 -1.47742 -2.50811 -0.025 -0.021 -0.010
H 0.14398 -0.22026 -3.55316 -0.017 0.027 -0.013
H 1.87843 -1.75693 -2.67325 0.023 -0.036 0.012
H 2.19593 -0.10562 -2.20369 0.032 0.026 -0.012
H 1.16996 -2.23404 -0.49251 0.050 0.004 -0.028
H 2.43562 -1.25109 -0.23137 0.001 0.013 -0.042
S -2.53035 -1.08883 2.61585 -0.340 -0.224 0.631
C -1.87267 -0.62466 1.29874 0.097 0.185 -0.641

Entry 6:
8
Properties=species:S:1:pos:R:3:forces:R:3 method="wB97M-V/def2-TZVPD" de_lowest_kcal_mol=100.8 charge=0 e_homo_ha=-0.3566 homo_lumo_gap_ev=8.351 spin_multiplicity=1
C -1.37948 0.06676 -0.24462 -1.648 -1.142 0.209
C -0.13423 0.78228 -0.05940 3.951 0.717 0.947
N 1.38082 -0.54922 0.16401 -3.132 2.362 -0.559
O -1.98974 -0.10479 -1.25958 0.407 0.220 0.101
O 0.30089 1.82565 0.24186 -1.031 -0.836 -0.524
O 2.25258 -0.00508 0.74700 0.879 -0.277 0.233
O 1.24118 -1.62132 -0.32146 0.581 -1.147 -0.103
H -1.67202 -0.39428 0.73218 -0.007 0.102 -0.304